Entry 1:
Entry from the Open Molecules 2025 dataset: an isolated molecule of C4H5NO (wB97M-V/def2-TZVPD).

Geometry as ORCA input:
```
! wB97M-V def2-TZVPD RIJCOSX def2/J DEFGRID3
* xyz 0 1
O 2.2405 0.7311 -0.2086
C 1.0189 0.1220 -0.1118
C 0.6474 -1.1711 -0.0956
C -0.8459 -1.0433 0.0818
C -1.2032 0.4120 0.0607
N -0.0690 1.0427 -0.0368
H 2.8510 -0.0185 -0.2575
H -1.0444 -1.4279 1.0960
H -1.4813 -1.6360 -0.5914
H -2.1521 0.9361 0.1204
H 0.0381 2.0528 -0.0572
*
```

Computed properties:
**Max |F|**: 0.5 eV/A

Per-atom Löwdin charges, elementary charge units:
1 O 0.01
2 C -0.46
3 C -0.04
4 C -0.24
5 C -0.05
6 N 0.13
7 H 0.10
8 H 0.13
9 H 0.12
10 H 0.13
11 H 0.17



Entry 2:
Entry from the Open Molecules 2025 dataset: an isolated molecule of C4H5NO (wB97M-V/def2-TZVPD).

Geometry as ORCA input:
```
! wB97M-V def2-TZVPD RIJCOSX def2/J DEFGRID3
* xyz 0 1
O 0.4071 1.8853 -1.6380
C 0.1707 0.9472 -0.9002
C -1.1059 0.5322 -0.2797
C -0.9328 -0.5864 0.4284
C 0.5077 -0.8648 0.6867
N 1.1511 0.0067 -0.5336
H -2.0444 1.0277 -0.4730
H -1.7268 -1.3089 0.6142
H 0.9677 -0.3053 1.4893
H 0.6319 -1.9485 0.9834
H 1.9738 0.6148 -0.3777
*
```

Computed properties:
**Max |F|**: 2.0 eV/A
**SMILES string**: O=C1C=CCN1

Per-atom Löwdin charges, elementary charge units:
1 O 0.05
2 C -0.52
3 C 0.00
4 C -0.08
5 C -0.10
6 N 0.08
7 H 0.11
8 H 0.11
9 H 0.10
10 H 0.12
11 H 0.13



E_tot, record by record: -285.2873; -285.3680 hartree
Frontier orbital gap, record by record: 7.93; 10.23 eV